14
Properties=species:S:1:pos:R:3 method="wB97M-V/def2-TZVPD" energy_ha=-324.55722 relative_energy_kcal_mol=104.95 e_homo_ev=-7.5 max_force_ev_per_a=0.98
O 1.54 0.37 -0.85
C 1.62 -0.76 -0.23
C 0.09 1.25 -0.89
N -0.79 0.55 -0.08
C -0.80 -0.91 -0.41
C 0.33 -1.07 0.61
C -0.11 0.27 1.22
H -0.22 1.28 -1.94
H 0.30 2.25 -0.49
H -0.51 -1.15 -1.44
H -1.78 -1.34 -0.20
H 0.43 -1.97 1.22
H -0.83 0.28 2.04
H 0.72 0.95 1.44

=====

12
Properties=species:S:1:pos:R:3 method="wB97M-V/def2-TZVPD" energy_ha=-265.44131 relative_energy_kcal_mol=59.15 e_homo_ev=-7.8 max_force_ev_per_a=0.31
N 1.88 -0.38 0.13
C 0.51 0.10 0.00
C -0.28 1.20 -0.20
C -1.60 0.66 -0.16
C -1.50 -0.71 0.06
N -0.18 -1.04 0.16
H 2.46 -0.32 -0.71
H 2.40 -0.05 0.94
H 0.00 2.23 -0.36
H -2.52 1.22 -0.28
H -2.28 -1.45 0.16
H 1.15 -1.43 0.27

=====

132
Properties=species:S:1:pos:R:3 method="wB97M-V/def2-TZVPD" energy_ha=-3868.45819 relative_energy_kcal_mol=50.38 e_homo_ev=-5.4 max_force_ev_per_a=8.74 total_charge=-2
C -0.40 -0.28 -0.24
O -1.58 -0.64 -0.44
O -0.05 0.98 -0.50
O 0.48 -1.04 0.02
C 3.37 1.00 -1.68
O 4.52 1.21 -2.03
N 2.91 -0.09 -0.99
N 2.28 1.69 -2.00
H 3.64 -0.75 -0.78
H 1.98 -0.13 -0.60
H 2.15 2.42 -2.68
H 1.57 1.18 -1.50
C 1.52 3.21 1.68
O 1.93 3.96 2.59
N 1.32 1.96 1.58
N 1.35 3.68 0.54
H 1.86 1.35 2.19
H 0.80 1.62 0.78
H 1.05 3.01 -0.14
H 1.36 4.69 0.57
C -2.57 2.85 1.77
O -3.56 3.21 2.30
N -1.66 2.10 2.35
N -2.27 2.88 0.46
H -0.85 1.85 1.80
H -1.71 1.92 3.34
H -1.63 2.20 0.08
H -2.99 3.36 -0.06
C 6.19 -1.95 1.75
O 5.29 -1.68 0.99
N 6.08 -2.39 3.00
N 7.40 -2.04 1.31
H 6.98 -2.78 3.24
H 5.21 -2.59 3.46
H 7.53 -1.97 0.32
H 8.10 -2.51 1.87
C -2.20 6.80 -0.39
O -1.48 6.77 -1.43
N -3.47 7.13 -0.24
N -1.90 6.11 0.62
H -4.03 7.68 -0.88
H -3.90 7.19 0.68
H -2.56 6.08 1.39
H -0.99 5.71 0.78
C 2.45 -1.56 3.36
O 3.40 -1.66 4.08
N 2.52 -1.06 2.20
N 1.27 -1.99 3.76
H 1.70 -0.95 1.63
H 3.41 -1.02 1.72
H 0.49 -2.04 3.12
H 1.30 -2.32 4.71
C -5.09 -0.31 -2.11
O -6.01 -0.11 -2.89
N -3.87 -0.14 -2.31
N -5.24 -0.48 -0.86
H -3.12 -0.20 -1.64
H -3.57 -0.15 -3.28
H -4.34 -0.47 -0.40
H -6.12 -0.49 -0.36
C 0.82 -0.81 -4.73
O 0.64 -1.71 -5.49
N 0.47 -0.93 -3.40
N 1.48 0.28 -4.98
H -0.05 -1.65 -2.93
H 0.64 -0.11 -2.83
H 1.94 0.34 -5.87
H 1.43 1.07 -4.35
C -5.25 -3.46 3.11
O -5.75 -4.54 3.15
N -5.11 -2.76 2.04
N -5.03 -2.84 4.27
H -4.71 -1.83 2.02
H -5.67 -3.02 1.25
H -4.37 -2.08 4.36
H -5.17 -3.39 5.10
C -6.82 1.03 3.17
O -7.78 1.62 2.95
N -5.65 1.35 2.78
N -6.70 -0.16 3.69
H -5.01 0.59 2.96
H -5.46 2.30 2.49
H -7.45 -0.78 3.97
H -5.79 -0.49 3.98
C -1.21 2.88 -3.32
O -1.72 3.26 -4.33
N -0.54 3.60 -2.48
N -0.94 1.61 -3.04
H -0.16 3.08 -1.70
H -0.55 4.60 -2.59
H -1.05 0.93 -3.78
H -0.77 1.29 -2.10
C 2.74 -4.27 -0.83
O 3.56 -5.19 -0.85
N 1.46 -4.48 -0.84
N 3.08 -3.00 -0.64
H 1.07 -5.41 -0.93
H 0.87 -3.67 -1.00
H 2.44 -2.31 -0.27
H 4.06 -2.76 -0.63
C 5.16 3.94 1.07
O 4.64 4.89 1.66
N 6.27 3.31 1.30
N 4.69 3.50 -0.04
H 6.67 2.75 0.56
H 6.80 3.40 2.15
H 3.85 3.83 -0.51
H 4.92 2.60 -0.41
C -1.63 -2.95 2.72
O -1.80 -3.59 3.70
N -0.80 -3.41 1.75
N -1.90 -1.70 2.57
H -0.38 -2.74 1.12
H -0.38 -4.31 1.91
H -2.27 -1.12 3.31
H -1.73 -1.17 1.73
C -2.45 -3.54 -2.13
O -2.66 -4.45 -2.94
N -3.15 -3.39 -1.07
N -1.37 -2.80 -2.27
H -4.14 -3.53 -1.23
H -2.86 -2.52 -0.65
H -0.67 -3.21 -2.88
H -1.11 -2.14 -1.55
C 4.32 -2.68 -4.32
O 5.08 -3.43 -4.95
N 4.64 -1.65 -3.71
N 3.15 -3.12 -4.17
H 5.63 -1.48 -3.65
H 3.93 -0.93 -3.70
H 2.43 -2.62 -3.66
H 2.92 -3.95 -4.69

=====

40
Properties=species:S:1:pos:R:3 method="wB97M-V/def2-TZVPD" energy_ha=-1784.77962 e_homo_ev="-15.0 / -15.0" max_force_ev_per_a=4.18 total_charge=+2 multiplicity=8
C 0.61 1.16 5.10
C -0.07 1.33 4.12
C -0.73 1.13 2.83
C -0.12 1.70 1.67
C -0.72 1.50 0.40
C -0.15 2.05 -0.95
C 1.41 2.40 -0.92
O 2.22 1.54 -1.80
C 2.84 0.50 -1.09
O 2.32 -0.10 -0.10
C 4.22 -0.02 -1.51
C 4.14 -1.53 -1.99
C -1.95 0.72 0.40
C -2.56 0.15 1.59
C -1.94 0.38 2.82
C -3.86 -0.64 1.21
O -4.76 -0.89 1.92
N -3.68 -0.88 -0.21
B -3.06 -2.14 -0.60
C -1.71 -2.24 -1.45
O -3.66 -3.32 -0.21
C -2.94 0.29 -0.73
O -3.12 0.71 -1.83
H 1.25 0.90 5.94
H 0.80 2.29 1.75
H -0.28 1.22 -1.70
H -0.73 2.89 -1.37
H 1.88 2.35 0.07
H 1.50 3.46 -1.24
H 4.59 0.57 -2.37
H 4.95 0.06 -0.69
H 3.17 -1.98 -1.68
H 4.23 -1.52 -3.10
H 4.93 -2.16 -1.55
H -2.39 -0.06 3.72
H -1.67 -3.23 -1.95
H -1.65 -1.48 -2.30
H -0.80 -2.16 -0.80
H -2.97 -3.93 0.10
Eu 0.46 -1.00 -1.49

=====

8
Properties=species:S:1:pos:R:3 method="wB97M-V/def2-TZVPD" energy_ha=-228.73360 relative_energy_kcal_mol=10.89 e_homo_ev=-4.2 max_force_ev_per_a=2.39 total_charge=-1
O -0.44 0.46 -0.42
H -0.88 1.34 -0.60
O 1.94 0.23 -0.98
H 2.68 0.19 -0.42
H 0.93 0.35 -0.60
O -1.75 -0.93 1.24
H -0.88 -1.40 1.21
H -1.58 -0.24 0.56

=====

105
Properties=species:S:1:pos:R:3 method="wB97M-V/def2-TZVPD" energy_ha=-6345.53289 relative_energy_kcal_mol=11.25 e_homo_ev=-3.0 max_force_ev_per_a=1.04 total_charge=-1
Cs 0.36 0.48 0.90
N -2.59 -0.54 1.62
C -2.77 -0.07 3.00
C -2.22 -1.05 4.02
C -0.70 -1.21 4.10
N -0.15 -1.96 2.97
H -3.04 0.08 0.96
H -3.00 -1.46 1.49
H -3.83 0.09 3.24
H -2.26 0.89 3.10
H -2.67 -2.04 3.87
H -2.56 -0.72 5.01
H -0.46 -1.69 5.06
H -0.24 -0.22 4.12
H -0.55 -2.88 2.91
H 0.85 -2.08 3.08
I 3.29 -3.02 1.65
C 4.31 -1.72 3.01
I 3.32 0.13 3.33
H 5.29 -1.53 2.59
H 4.39 -2.25 3.94
C 4.21 3.67 1.11
P 2.63 3.02 0.45
C 1.56 4.49 0.62
C 2.96 3.08 -1.37
C 3.87 1.94 -1.83
P 3.13 0.24 -1.61
C 2.59 -0.09 -3.34
C 4.69 -0.74 -1.61
H 4.48 4.64 0.67
H 5.01 2.96 0.93
H 4.10 3.78 2.19
H 2.00 5.39 0.17
H 1.38 4.66 1.69
H 0.59 4.29 0.15
H 3.41 4.05 -1.64
H 1.99 3.03 -1.88
H 4.80 1.96 -1.26
H 4.15 2.06 -2.88
H 3.38 0.14 -4.06
H 1.71 0.50 -3.58
H 2.31 -1.14 -3.45
H 5.35 -0.48 -2.44
H 4.45 -1.80 -1.66
H 5.23 -0.57 -0.67
C -0.25 -2.48 -6.25
C -0.70 -1.29 -5.68
C -0.73 -1.15 -4.30
C -0.32 -2.20 -3.48
C 0.11 -3.39 -4.06
C 0.15 -3.53 -5.44
As -0.34 -1.89 -1.54
C -0.07 -3.72 -0.90
C 1.13 -4.41 -0.79
C 1.18 -5.65 -0.16
C 0.02 -6.19 0.39
C -1.18 -5.50 0.29
C -1.24 -4.27 -0.36
C -2.45 -3.45 -0.56
C -3.75 -3.80 -0.19
C -4.80 -2.96 -0.51
C -4.57 -1.77 -1.20
C -3.28 -1.40 -1.55
C -2.22 -2.24 -1.22
H -0.22 -2.58 -7.33
H -1.01 -0.46 -6.30
H -1.05 -0.22 -3.85
H 0.42 -4.23 -3.43
H 0.49 -4.45 -5.88
H 2.04 -3.98 -1.20
H 2.11 -6.19 -0.09
H 0.06 -7.14 0.89
H -2.08 -5.94 0.72
H -3.94 -4.73 0.33
H -5.81 -3.23 -0.23
H -5.40 -1.13 -1.46
H -3.08 -0.47 -2.07
Cl -2.06 4.31 8.84
C -1.29 3.83 7.35
C 0.08 3.59 7.34
C 0.68 3.21 6.15
C -0.06 3.05 4.99
C -1.43 3.29 5.03
C -2.05 3.69 6.21
C 0.60 2.59 3.71
O -0.17 2.23 2.78
O 1.86 2.57 3.69
H 0.65 3.71 8.25
H 1.75 3.03 6.11
H -2.00 3.16 4.12
H -3.12 3.88 6.24
Cl -3.30 3.88 -6.74
C -2.65 3.16 -5.27
C -1.28 2.98 -5.13
C -0.76 2.42 -3.99
C -1.58 1.99 -2.90
C -1.08 1.31 -1.78
C -2.98 2.22 -3.09
C -3.49 2.79 -4.24
H -0.61 3.29 -5.93
H 0.31 2.29 -3.91
H -0.02 1.27 -1.57
H -1.73 1.16 -0.93
H -3.66 1.94 -2.29
H -4.56 2.94 -4.34